Record 1
The following is a DFT calculation (ωB97M-V/def2-TZVPD) of C38H24Cl3N12Sn as an isolated structure at a distorted geometry.

net charge: +3
E_tot: -3713.518752 a.u.
multiplicity: 1
ΔE to the lowest compared entry with this formula, charge and spin: 0.0 kJ/mol
E_LUMO: -11.20 eV

Each line ends with the Löwdin charge.
Geometry (Å):
Sn  0.167  -0.014  -0.059  1.557
C  -1.387  -3.426  -2.490  -0.017
C  -0.716  -4.594  -2.133  0.008
C  0.335  -4.519  -1.245  0.048
C  0.706  -3.286  -0.686  -0.301
N  0.046  -2.151  -1.051  0.006
C  -0.969  -2.241  -1.939  -0.153
N  1.691  -3.321  0.224  0.194
C  2.141  -2.408  0.987  -0.266
N  1.906  -1.027  0.930  0.033
C  2.707  -0.444  1.933  -0.266
N  2.817  0.776  2.253  0.188
C  2.271  1.869  1.688  -0.305
C  2.620  3.100  2.258  0.047
C  2.164  4.274  1.704  0.010
C  1.346  4.218  0.576  -0.014
C  1.005  2.987  0.078  -0.139
N  1.440  1.823  0.610  0.010
C  3.452  -1.492  2.632  -0.105
C  4.353  -1.423  3.676  0.029
C  4.874  -2.626  4.139  -0.015
C  4.492  -3.844  3.579  -0.016
C  3.587  -3.906  2.527  0.029
C  3.091  -2.705  2.055  -0.105
H  -2.207  -3.435  -3.195  0.128
H  -1.015  -5.548  -2.549  0.136
H  0.876  -5.395  -0.919  0.138
H  -1.440  -1.305  -2.220  0.097
H  3.259  3.086  3.129  0.138
H  2.443  5.229  2.131  0.137
H  0.989  5.115  0.089  0.128
H  0.370  2.896  -0.796  0.094
H  4.639  -0.475  4.112  0.129
H  5.583  -2.618  4.956  0.126
H  4.911  -4.762  3.970  0.126
H  3.291  -4.852  2.093  0.128
C  -2.732  1.318  3.340  -0.052
C  -1.576  1.121  2.597  -0.087
N  -1.581  1.301  1.277  0.027
C  -2.699  1.684  0.673  -0.193
C  -3.858  1.853  1.426  -0.012
N  -3.864  1.662  2.738  0.149
C  -2.619  1.922  -0.776  -0.183
C  -3.569  2.659  -1.459  0.096
C  -3.413  2.876  -2.829  -0.091
C  -2.265  2.361  -3.439  0.094
C  -1.359  1.647  -2.681  -0.204
N  -1.548  1.426  -1.386  0.082
C  -0.101  1.118  -3.228  -0.189
C  0.232  1.137  -4.579  -0.007
N  1.423  0.745  -5.009  0.151
C  2.310  0.307  -4.125  -0.038
C  1.969  0.204  -2.784  -0.057
N  0.772  0.616  -2.357  0.031
C  -4.425  3.613  -3.606  -0.189
C  -5.036  4.747  -3.084  -0.001
C  -5.997  5.394  -3.851  -0.091
N  -6.349  4.956  -5.056  0.099
C  -5.766  3.876  -5.566  -0.092
C  -4.789  3.171  -4.873  -0.002
H  -2.753  1.190  4.415  0.136
H  -0.642  0.825  3.062  0.126
H  -4.804  2.130  0.978  0.136
H  -4.430  3.067  -0.948  0.133
H  -2.088  2.565  -4.486  0.134
H  -0.464  1.459  -5.343  0.136
H  3.290  0.026  -4.490  0.139
H  2.649  -0.208  -2.048  0.124
H  -4.755  5.149  -2.117  0.120
H  -6.499  6.282  -3.487  0.124
H  -6.088  3.564  -6.552  0.124
H  -4.346  2.284  -5.310  0.118
Cl  -4.125  -2.743  3.642  0.678
C  -3.654  -3.273  2.030  -1.633
Cl  -2.887  -4.857  2.083  0.675
Cl  -5.039  -3.281  0.941  0.672
C  -2.674  -2.306  1.508  -0.327
N  -1.920  -1.543  1.107  0.185

***

Record 2
The following is a DFT calculation (ωB97M-V/def2-TZVPD) of C61H67Br6F7NO7 as an isolated structure at a distorted geometry.

E_tot: -19089.006642 a.u.
multiplicity: 2
⟨S²⟩: 0.756
E_LUMO (alpha / beta): -0.85 / -1.34 eV

Each line ends with the Mulliken spin population.
Geometry (Å):
C  -18.383  26.212  -2.299  0.049
C  -18.674  27.716  -1.861  -0.069
C  -19.140  28.579  -3.141  0.039
C  -20.654  28.453  -3.380  -0.018
C  -21.434  28.602  -2.057  0.057
C  -21.096  27.632  -0.901  -0.079
N  -19.620  27.776  -0.749  0.514
O  -19.133  27.450  0.642  0.515
C  -21.499  26.183  -1.218  0.012
C  -21.931  28.228  0.324  -0.010
C  -17.238  28.244  -1.510  -0.016
H  -19.159  25.734  -2.896  -0.001
H  -18.282  25.543  -1.444  0.001
H  -17.531  26.145  -2.976  -0.001
H  -18.605  28.361  -4.066  0.001
H  -18.866  29.631  -3.063  -0.008
H  -20.874  27.455  -3.760  -0.003
H  -21.059  29.155  -4.109  -0.001
H  -22.474  28.470  -2.356  0.005
H  -21.452  29.651  -1.762  -0.016
H  -22.501  25.933  -0.869  -0.001
H  -20.918  25.468  -0.636  0.007
H  -21.368  25.891  -2.260  0.001
H  -22.992  28.273  0.078  -0.001
H  -21.581  29.232  0.563  0.000
H  -21.717  27.624  1.206  0.013
H  -17.392  29.215  -1.038  0.017
H  -16.584  28.436  -2.361  -0.001
H  -16.651  27.538  -0.923  -0.002
C  -15.462  25.032  1.548  0.000
C  -16.750  25.271  2.342  0.001
C  -17.784  24.275  1.863  0.004
O  -18.368  23.789  3.054  0.000
C  -17.626  24.217  4.095  0.000
O  -17.793  23.813  5.237  0.000
O  -16.628  24.994  3.676  0.000
H  -14.645  25.670  1.887  0.000
H  -15.560  25.069  0.463  0.000
H  -15.131  24.007  1.716  0.000
H  -17.098  26.294  2.196  0.000
H  -17.341  23.523  1.209  0.000
H  -18.558  24.837  1.341  -0.006
C  -20.072  32.284  -0.804  -0.005
C  -20.118  32.166  0.721  -0.002
C  -19.294  30.984  1.252  -0.015
O  -18.383  31.606  2.212  0.000
C  -18.704  32.944  2.270  0.000
O  -18.215  33.663  3.145  0.000
O  -19.625  33.293  1.319  0.000
H  -19.092  32.666  -1.090  0.000
H  -20.791  32.988  -1.222  0.000
H  -20.167  31.366  -1.384  0.013
H  -21.162  31.944  0.945  0.000
H  -18.797  30.522  0.400  0.020
H  -19.926  30.224  1.712  -0.013
F  -13.158  28.864  4.265  0.000
C  -14.056  29.343  3.384  0.000
C  -13.958  30.684  2.982  0.000
C  -14.820  31.100  1.968  0.000
C  -15.768  30.214  1.433  -0.004
C  -15.895  28.929  1.914  0.003
C  -15.011  28.510  2.858  -0.001
H  -13.176  31.256  3.460  0.000
H  -14.923  32.135  1.679  0.000
H  -16.478  30.528  0.683  0.003
H  -16.734  28.396  1.491  -0.003
H  -14.942  27.496  3.225  0.000
F  -19.873  36.150  -3.269  0.000
C  -20.379  34.996  -3.632  0.000
C  -19.460  34.128  -4.249  0.000
C  -19.883  32.892  -4.664  0.000
C  -21.204  32.517  -4.428  0.000
C  -22.154  33.351  -3.769  0.000
C  -21.712  34.653  -3.351  0.000
H  -18.425  34.408  -4.378  0.000
H  -19.173  32.172  -5.044  0.000
H  -21.476  31.526  -4.759  0.000
H  -23.165  33.024  -3.577  0.000
H  -22.490  35.329  -3.029  0.000
F  -24.816  31.432  -3.547  0.000
C  -25.069  30.347  -4.244  0.000
C  -24.027  29.546  -4.630  0.000
C  -24.242  28.374  -5.305  0.000
C  -25.548  27.937  -5.461  0.000
C  -26.627  28.720  -5.057  0.000
C  -26.366  29.934  -4.492  0.000
H  -23.029  29.902  -4.424  0.000
H  -23.385  27.809  -5.641  0.000
H  -25.748  27.056  -6.051  0.000
H  -27.641  28.393  -5.232  0.000
H  -27.155  30.615  -4.209  0.000
F  -16.333  33.736  -5.482  0.000
C  -15.868  32.674  -4.828  0.000
C  -16.385  32.326  -3.588  0.000
C  -15.891  31.187  -2.951  0.001
C  -14.947  30.414  -3.603  0.000
C  -14.471  30.737  -4.865  0.000
C  -14.940  31.891  -5.477  0.000
H  -17.180  32.919  -3.161  0.000
H  -16.416  30.903  -2.051  0.001
H  -14.546  29.509  -3.171  0.000
H  -13.887  29.979  -5.364  0.000
H  -14.725  32.143  -6.505  0.000
F  -12.726  27.381  -8.156  0.000
C  -13.772  27.453  -7.289  0.000
C  -13.616  27.029  -5.963  0.000
C  -14.740  26.926  -5.104  0.000
C  -15.952  27.454  -5.587  0.000
C  -16.028  28.084  -6.808  0.000
C  -14.967  28.044  -7.685  0.000
H  -12.636  26.782  -5.581  0.000
H  -14.607  26.418  -4.160  0.000
H  -16.854  27.533  -4.998  0.000
H  -16.977  28.453  -7.170  0.000
H  -15.038  28.408  -8.699  0.000
F  -23.520  24.181  -9.372  0.000
C  -23.113  24.437  -8.087  0.000
C  -21.758  24.452  -7.762  0.000
C  -21.375  24.808  -6.490  0.000
C  -22.347  25.127  -5.490  0.000
C  -23.664  24.923  -5.799  0.000
C  -24.065  24.616  -7.117  0.000
H  -20.970  24.289  -8.482  0.000
H  -20.319  24.764  -6.267  0.000
H  -22.015  25.190  -4.465  0.000
H  -24.448  24.908  -5.056  0.000
H  -25.078  24.517  -7.480  0.000
F  -25.387  31.001  6.043  0.000
C  -24.928  30.722  4.828  0.000
C  -25.792  30.143  3.904  0.000
C  -25.350  30.043  2.577  0.000
C  -24.018  30.330  2.297  0.000
C  -23.120  30.886  3.218  0.000
C  -23.624  31.017  4.511  0.000
H  -26.761  29.730  4.141  0.000
H  -25.963  29.756  1.736  0.000
H  -23.706  30.111  1.286  0.000
H  -22.093  31.122  2.978  0.000
H  -22.987  31.342  5.321  0.000
C  -26.140  27.005  -0.905  0.000
Br  -25.684  26.577  0.947  0.000
Br  -24.876  26.188  -2.217  0.000
Br  -26.105  28.966  -1.073  0.000
H  -27.172  26.699  -1.077  0.000
C  -21.477  26.138  3.579  0.000
Br  -20.909  25.518  5.401  0.000
Br  -23.122  27.082  3.510  0.000
Br  -21.520  24.766  2.141  0.001
H  -20.748  26.890  3.278  -0.001

***

Q: multiplicity of number 1 (C38H24Cl3N12Sn)?
A: 1

***

Q: The highest multiplicity belongs to which entry?
A: C61H67Br6F7NO7

***

Q: Look up the E_tot of the first one.
A: -3713.518752 a.u.

***

Q: Which formula does entry 1 have?
A: C38H24Cl3N12Sn